Here is a structure of composition C25H45Cl4Cu2N5O9Pd at a distorted geometry from the OMol25 dataset. Energies are from ωB97M-V with the def2-TZVPD basis set.

## Properties
Kohn-Sham gap (spin up / spin down)   3.30 / 1.20 eV
Total charge   +4
F_max   0.1055 Eh/bohr
Multiplicity   5
<S²>   6.130
E_HOMO (spin up / spin down)   -15.028 / -15.028 eV
Lowest unoccupied orbital energy (spin up / spin down)   -11.730 / -13.823 eV

Each line ends with the Löwdin charge.
Geometry (Å):
Cu -3.74 -4.82 1.40  0.938
Cu 3.10 5.23 1.49  0.948
Pd 1.52 -6.82 2.28  0.808
C -0.27 0.40 0.79  0.134
C 0.84 1.18 0.76  -0.252
C 2.23 0.65 1.07  -0.221
O 3.31 1.44 1.07  0.098
C 2.48 -0.67 1.37  0.110
C 1.41 -1.62 1.55  -0.208
C -0.14 -1.02 1.21  -0.188
O -1.10 -1.80 1.10  0.090
O 1.59 -2.78 2.00  0.064
O 0.61 2.48 0.56  0.109
H -1.21 0.89 0.59  0.155
H 3.50 -0.92 1.62  0.144
Cl -1.43 4.66 -5.20  0.591
C -2.75 4.47 -4.10  -0.734
C -4.04 4.61 -4.92  -0.654
Cl -5.42 4.41 -3.78  0.529
H -2.68 5.22 -3.32  0.069
H -2.69 3.44 -3.74  0.052
H -4.04 3.83 -5.67  0.068
H -4.08 5.56 -5.45  0.077
Cl -0.63 0.41 8.47  0.615
C -0.66 -1.06 7.56  -0.697
C 0.64 -1.08 6.70  -0.675
Cl 2.07 -1.22 7.77  0.525
H -1.58 -1.18 6.99  0.071
H -0.59 -1.88 8.28  0.064
H 0.73 -0.08 6.28  0.040
H 0.53 -1.86 5.95  0.058
C -4.56 -3.01 -3.21  -0.309
O -4.77 -3.40 -2.08  0.002
N -4.56 -1.68 -3.56  -0.166
C -4.37 -1.33 -4.96  -0.023
C -4.93 -0.62 -2.62  -0.020
H -4.31 -3.70 -4.03  0.142
H -3.54 -0.64 -4.91  0.092
H -5.23 -0.72 -5.26  0.101
H -4.18 -2.12 -5.70  0.105
H -4.09 0.07 -2.50  0.089
H -5.77 -0.13 -3.10  0.102
H -5.30 -0.87 -1.63  0.092
C -7.01 -1.93 3.61  -0.345
O -6.35 -2.37 2.69  -0.029
N -6.61 -0.85 4.28  -0.186
C -7.37 -0.14 5.26  -0.044
C -5.33 -0.21 3.99  -0.059
H -7.98 -2.30 3.98  0.152
H -6.73 0.31 6.02  0.100
H -8.08 -0.80 5.75  0.095
H -7.99 0.50 4.63  0.107
H -4.63 -0.89 3.51  0.063
H -5.39 0.60 3.26  0.092
H -4.70 0.31 4.71  0.085
C 5.37 5.73 -3.13  -0.336
O 4.71 5.78 -2.05  -0.101
N 4.91 6.39 -4.15  -0.191
C 5.71 6.55 -5.37  -0.028
C 3.64 7.09 -4.19  -0.028
H 6.30 5.19 -3.35  0.143
H 6.68 6.06 -5.50  0.099
H 5.81 7.63 -5.42  0.094
H 5.13 6.27 -6.24  0.093
H 3.97 8.10 -4.41  0.095
H 2.93 6.78 -4.96  0.099
H 3.06 7.27 -3.28  0.086
C 0.46 -2.54 -5.81  -0.302
O 0.33 -1.76 -6.82  -0.019
N 0.71 -2.14 -4.56  -0.180
C 0.81 -3.18 -3.44  -0.030
C 0.86 -0.75 -4.23  -0.061
H 0.41 -3.63 -5.87  0.132
H -0.06 -2.97 -2.82  0.066
H 1.61 -3.05 -2.71  0.062
H 0.93 -4.21 -3.78  0.084
H -0.05 -0.31 -3.81  0.079
H 1.60 -0.56 -3.46  0.075
H 1.13 -0.19 -5.12  0.098
C 5.43 -4.89 4.81  -0.226
O 5.01 -5.62 3.95  0.170
N 6.46 -4.02 4.65  -0.040
C 7.03 -3.36 5.80  0.056
C 7.03 -3.81 3.32  0.061
H 5.12 -5.03 5.86  0.172
H 7.01 -4.05 6.65  0.132
H 6.44 -2.45 5.85  0.148
H 8.08 -3.12 5.65  0.134
H 6.44 -4.22 2.51  0.114
H 7.27 -2.76 3.16  0.132
H 7.95 -4.39 3.40  0.150

=====

Here is a cluster of 6 separate species, C25H45ClF5NO13 in total at a distorted geometry from the OMol25 dataset. Energies are from ωB97M-V with the def2-TZVPD basis set.

## Properties
Kohn-Sham gap   10.38 eV
F_max   0.0248 Eh/bohr
SMILES   COCN(Cl)C(=O)OC(F)(F)C(F)(F)F.CCOC(C)=O.CCOC(C)=O.CCOC(C)=O.CCOC(C)=O.CCOC(C)=O
E_HOMO   -9.847 eV
Lowest unoccupied orbital energy   0.530 eV

Each line ends with the Löwdin charge.
Geometry (Å):
C -2.51 0.34 4.17  -0.075
O -2.45 -1.01 3.73  -0.175
C -1.57 -1.80 4.46  -0.298
N -0.79 -2.69 3.60  -0.343
Cl -1.87 -3.68 2.67  0.767
C 0.12 -2.09 2.72  -0.572
O 0.76 -2.67 1.91  0.155
O 0.22 -0.72 2.93  0.126
C 1.47 -0.14 2.92  -0.473
F 2.07 -0.23 1.72  0.165
F 1.26 1.17 3.17  0.159
C 2.46 -0.70 4.00  -0.529
F 1.78 -1.15 5.06  0.184
F 3.18 -1.70 3.50  0.189
F 3.28 0.27 4.39  0.183
H -1.51 0.79 4.17  0.084
H -2.92 0.42 5.18  0.095
H -3.11 0.91 3.46  0.067
H -0.88 -1.17 5.04  0.125
H -2.11 -2.45 5.16  0.132
C -1.15 1.06 -1.52  -0.053
C -2.39 1.90 -1.32  -0.228
O -2.91 1.80 0.01  0.005
C -2.43 2.55 1.03  -0.506
C -1.17 3.35 0.82  0.023
O -2.99 2.49 2.09  0.075
H -0.33 1.39 -0.89  0.059
H -0.82 1.11 -2.56  0.085
H -1.36 0.02 -1.27  0.081
H -2.22 2.95 -1.59  0.104
H -3.20 1.54 -1.95  0.120
H -0.32 2.77 1.20  0.085
H -1.25 4.27 1.39  0.100
H -0.98 3.62 -0.21  0.052
C -5.99 5.00 -1.71  -0.061
C -5.26 6.26 -1.29  -0.236
O -3.87 6.02 -1.05  -0.003
C -2.94 6.01 -2.03  -0.532
C -3.38 6.07 -3.47  0.015
O -1.79 5.90 -1.71  0.106
H -5.61 4.61 -2.66  0.068
H -7.06 5.20 -1.83  0.081
H -5.86 4.22 -0.96  0.084
H -5.39 7.07 -2.00  0.111
H -5.65 6.61 -0.34  0.123
H -3.41 5.05 -3.86  0.094
H -2.62 6.63 -4.03  0.092
H -4.34 6.54 -3.64  0.068
C 4.67 0.83 0.21  -0.058
C 4.58 1.72 -1.02  -0.216
O 3.23 2.13 -1.29  0.007
C 2.65 3.18 -0.68  -0.522
C 3.35 3.86 0.48  0.021
O 1.56 3.53 -1.05  0.098
H 4.36 1.36 1.11  0.065
H 5.70 0.49 0.34  0.082
H 4.02 -0.03 0.09  0.074
H 5.24 2.58 -0.96  0.119
H 4.88 1.15 -1.90  0.101
H 2.95 3.45 1.40  0.090
H 3.12 4.92 0.43  0.093
H 4.43 3.75 0.48  0.069
C 7.85 -3.77 -1.47  -0.063
C 7.25 -2.53 -0.84  -0.240
O 7.30 -1.40 -1.72  -0.006
C 6.36 -1.17 -2.66  -0.535
C 5.32 -2.23 -2.96  0.018
O 6.40 -0.14 -3.27  0.096
H 7.28 -4.09 -2.34  0.069
H 7.85 -4.59 -0.75  0.083
H 8.87 -3.58 -1.79  0.085
H 6.24 -2.69 -0.48  0.112
H 7.85 -2.22 0.02  0.123
H 5.65 -2.80 -3.82  0.097
H 4.39 -1.72 -3.21  0.093
H 5.12 -2.91 -2.14  0.070
C -3.32 -5.47 -1.74  -0.063
C -3.14 -6.87 -1.20  -0.239
O -3.28 -6.92 0.22  -0.007
C -4.47 -7.02 0.85  -0.530
C -5.74 -6.83 0.06  0.011
O -4.48 -7.19 2.03  0.108
H -4.33 -5.09 -1.55  0.068
H -3.15 -5.45 -2.81  0.081
H -2.62 -4.79 -1.26  0.082
H -3.80 -7.59 -1.68  0.112
H -2.12 -7.21 -1.38  0.122
H -6.07 -5.80 0.16  0.096
H -6.50 -7.48 0.48  0.090
H -5.66 -7.07 -1.00  0.067

=====

Here is a structure of composition C25H45ClIPPd at a distorted geometry from the OMol25 dataset. Energies are from ωB97M-V with the def2-TZVPD basis set.

## Properties
Kohn-Sham gap (spin up / spin down)   7.49 / 5.81 eV
F_max   0.0877 Eh/bohr
Multiplicity   5
<S²>   6.024
E_HOMO (spin up / spin down)   -6.957 / -8.205 eV
Lowest unoccupied orbital energy (spin up / spin down)   0.534 / -2.393 eV

Each line ends with the Löwdin charge.
Geometry (Å):
Pd 0.79 0.27 0.19  0.195
P 0.20 0.55 -2.13  1.031
Cl 1.32 2.55 0.25  -0.087
C -2.05 0.36 -0.78  -0.037
H -2.85 -0.36 -0.58  0.012
H -1.77 0.79 0.25  0.033
C 2.02 0.80 -2.58  -0.450
C -0.60 2.21 -2.45  -0.447
C 2.50 0.89 -4.04  -0.202
H 2.21 1.77 -2.09  0.055
C 4.00 1.26 -4.07  -0.189
H 2.37 -0.09 -4.53  0.099
H 1.93 1.63 -4.62  0.096
C 4.88 0.32 -3.24  -0.201
H 4.36 1.27 -5.10  0.109
H 4.11 2.29 -3.69  0.118
C 4.33 0.11 -1.83  -0.195
H 4.96 -0.65 -3.74  0.113
H 5.90 0.73 -3.17  0.110
C 2.84 -0.25 -1.83  -0.248
H 4.89 -0.68 -1.32  0.112
H 4.46 1.02 -1.22  0.123
H 2.68 -1.24 -2.30  0.115
H 2.57 -0.32 -0.75  0.055
C -0.52 -0.51 -3.56  -0.379
C -2.09 1.99 -2.57  -0.233
H -0.38 2.72 -1.49  0.035
C -2.87 3.29 -2.53  -0.183
H -2.38 1.39 -3.44  0.111
H -2.46 1.23 -1.58  0.001
C -2.35 4.32 -3.53  -0.201
H -3.93 3.08 -2.73  0.114
H -2.82 3.73 -1.51  0.125
C -0.83 4.46 -3.51  -0.187
H -2.67 4.03 -4.54  0.112
H -2.80 5.29 -3.33  0.108
C -0.08 3.13 -3.56  -0.192
H -0.51 5.08 -4.36  0.112
H -0.52 4.99 -2.60  0.120
H -0.24 2.67 -4.54  0.094
H 1.00 3.29 -3.44  0.108
C 0.18 -1.86 -3.70  -0.209
H -1.54 -0.67 -3.16  0.093
C -0.58 -2.80 -4.65  -0.191
H 1.20 -1.70 -4.08  0.103
H 0.28 -2.36 -2.73  0.084
C -0.82 -2.20 -6.03  -0.203
H -0.01 -3.74 -4.75  0.111
H -1.54 -3.06 -4.20  0.116
C -1.40 -0.78 -5.93  -0.188
H 0.13 -2.16 -6.58  0.114
H -1.49 -2.84 -6.61  0.110
C -0.63 0.12 -4.96  -0.195
H -1.41 -0.33 -6.93  0.112
H -2.45 -0.85 -5.62  0.116
H 0.38 0.29 -5.36  0.104
H -1.12 1.11 -4.93  0.080
C -0.23 -2.06 -0.11  -0.265
C -1.62 -2.11 -0.35  -0.135
H 0.44 -1.87 -0.99  0.045
C -2.64 -2.56 0.63  -0.181
H -1.93 -1.74 -1.34  0.072
C -2.00 -2.90 2.01  -0.246
H -3.37 -1.75 0.82  0.112
H -3.20 -3.44 0.25  0.125
C -0.68 -3.67 1.84  -0.211
H -1.79 -1.94 2.55  -0.025
H -2.71 -3.49 2.61  0.112
C 0.36 -3.02 0.86  -0.287
H -0.19 -3.76 2.82  0.101
H -0.91 -4.69 1.48  0.113
H 1.18 -2.56 1.42  0.030
H 0.78 -3.84 0.25  0.114
I 0.15 -0.25 2.70  0.385

=====

Calculated total energy, record by record: -195327.7930, -80871.5237, -60041.4273 eV